No. 1
C28H10BrF4IIrN6S as an isolated structure, computed with ωB97M-V with the def2-TZVPD basis set.

```
52
Properties=species:S:1:pos:R:3:forces:R:3
Ir -1.3806 -0.1083 0.9302 -0.147 0.130 -0.248
I -5.8738 -3.5791 2.5005 0.000 0.003 0.001
Br -0.8147 2.1133 0.0361 -0.028 -0.003 0.102
S -4.2935 2.1769 2.8966 -0.020 0.023 0.024
F 7.6141 -1.1298 0.2914 0.000 0.007 -0.006
F 5.4898 -2.6146 0.6584 -0.029 -0.001 -0.013
F 2.7709 1.2830 0.7209 -0.018 -0.038 -0.027
F 4.8923 2.7711 0.3715 0.004 0.002 -0.034
N -3.3023 0.7031 0.7696 0.048 0.077 -0.148
N 2.8659 -4.1100 0.7238 -0.202 -0.003 0.090
N 0.4527 -0.7035 0.8158 0.039 -0.086 0.202
N -2.0043 -1.9110 1.7168 -0.016 -0.028 0.110
N 9.8368 0.7469 -0.4952 0.028 0.049 0.049
N 7.3502 4.2120 -0.4919 0.113 0.007 0.007
C -1.5807 -4.0290 2.7412 0.003 -0.018 -0.010
C 1.5606 -1.0049 0.7510 0.095 0.096 -0.080
C -3.7466 1.3765 1.7088 0.080 -0.172 0.123
C -5.6549 0.2180 -2.0677 0.030 0.038 0.015
C 6.4340 -0.5442 0.3528 -0.005 0.000 0.008
C -3.9886 1.8359 -2.7455 -0.011 0.012 -0.060
C 6.3693 0.9008 0.2020 0.012 0.007 -0.022
C 7.3952 3.0808 -0.3012 -0.207 -0.011 -0.001
C -1.6066 3.2338 -2.3706 -0.002 -0.009 -0.041
C -2.9352 -4.2829 2.8645 -0.004 0.004 -0.003
C -3.5166 2.7424 -3.7256 0.044 0.027 0.018
C 7.4538 1.6603 -0.1041 0.119 0.043 0.076
C -2.3672 3.4483 -3.5362 -0.041 -0.034 0.017
C 8.7722 1.1254 -0.2923 -0.055 -0.087 -0.093
C 2.8834 -2.9617 0.7256 0.382 0.005 -0.136
C 3.9544 0.6930 0.5648 -0.001 0.034 0.010
C 2.8864 -1.5261 0.6858 -0.254 -0.049 0.127
C -5.0033 0.0953 -0.8243 -0.123 0.045 -0.019
C -3.3173 -2.1631 1.8340 -0.009 0.008 -0.053
C 4.0063 -0.7526 0.6058 0.069 0.000 -0.053
C -2.0479 2.3663 -1.4174 0.055 0.027 -0.009
C 5.3446 -1.3046 0.5398 -0.002 -0.015 -0.013
C -3.8163 -3.3231 2.3939 0.003 -0.016 -0.008
C -3.2786 1.6671 -1.5244 0.051 -0.035 -0.123
C -1.1546 -2.8478 2.1679 0.020 0.021 -0.015
C 5.0382 1.4592 0.3817 -0.020 -0.002 0.029
C -5.1705 1.0925 -2.9910 -0.003 -0.017 0.039
C -3.8746 0.8103 -0.5608 -0.023 -0.076 0.141
H -0.1037 -2.6413 2.0609 0.020 0.017 0.028
H -2.0135 4.1472 -4.2810 0.004 -0.007 -0.004
H -5.6786 1.2355 -3.9358 0.008 -0.007 -0.005
H -5.4220 -0.5459 -0.0593 0.007 -0.002 0.010
H -3.2937 -5.2003 3.3103 0.001 -0.001 -0.002
H -3.9859 -1.4066 1.4614 -0.017 0.019 -0.001
H -4.0927 2.8611 -4.6340 -0.001 0.001 -0.001
H -0.6580 3.7385 -2.2464 -0.003 0.003 0.001
H -6.5473 -0.3596 -2.2634 -0.004 0.007 0.006
H -0.8468 -4.7442 3.0842 0.007 0.005 -0.003
```
Positions in Å, forces in eV/Å.

Calculated values
Energy relative to the best compared isomer or geometry (same formula, charge and spin): 68.6 kJ/mol
Orbital gap (alpha / beta): 5.260 / 5.265 eV
E_LUMO (alpha / beta): -5.585 / -5.581 eV
Highest occupied orbital energy (alpha / beta): -10.84 / -10.85 eV
Charge: +1

No. 2
C28H16BF13MnNPS2 as an isolated structure in a non-equilibrium geometry, computed with ωB97M-V with the def2-TZVPD basis set.

```
63
Properties=species:S:1:pos:R:3:forces:R:3
Mn 14.1592 13.3011 15.0404 -0.006 -0.081 -0.454
S 14.9927 10.8891 18.2394 0.873 -0.148 1.088
S 13.9527 11.0893 15.4113 -0.514 -0.020 -0.228
P 11.8619 12.5627 11.8785 1.693 -1.421 2.051
F 11.2835 15.8386 6.2248 -0.185 -0.312 -1.598
F 9.1784 15.7015 6.9248 1.738 1.640 0.232
F 10.6887 17.3479 7.5346 -1.453 0.398 0.311
F 5.6278 12.1968 14.1048 -0.480 -0.589 -0.101
F 14.2034 6.3698 12.2945 -1.057 -0.853 0.424
F 17.5518 15.4314 15.3307 -0.826 -0.128 -0.518
F 15.0312 7.0006 10.5193 2.250 -0.243 -2.462
F 13.0569 13.3694 12.7099 -1.132 -0.578 -0.041
F 12.9554 6.2935 10.3970 1.551 1.067 1.529
F 15.4740 14.8082 14.4986 0.682 1.259 -0.003
F 15.9740 17.0264 15.0011 -0.612 0.340 -0.297
F 5.9638 14.3468 14.1062 -0.277 -0.277 -0.198
F 6.5412 13.1866 15.7866 0.215 -0.488 0.982
N 14.8410 13.0373 16.8318 0.815 -0.550 0.735
C 11.7399 13.4650 10.4476 0.030 0.740 -1.542
C 13.5030 8.4256 11.4564 -0.268 -0.410 -2.080
C 16.5981 14.8498 19.5836 0.334 -1.376 -0.359
C 16.4979 12.4268 20.0219 -0.014 2.275 -0.361
C 15.9634 14.7224 18.3384 0.808 -1.686 1.980
C 12.5831 14.4828 9.9983 1.601 1.347 0.114
C 14.6048 11.7362 16.8837 -0.894 0.114 -1.567
C 10.3453 12.6350 12.7311 -0.089 2.462 0.221
C 8.1317 11.8684 13.0916 -0.520 -1.448 0.295
C 12.6078 8.6322 12.4717 -0.263 -0.942 1.169
C 9.3942 11.6607 12.5341 -1.164 1.549 1.866
C 12.4406 10.8723 11.7615 -0.448 2.293 -0.615
C 8.7183 14.0466 13.8441 1.098 0.656 -0.176
C 13.8636 9.4594 10.5455 0.855 -1.123 -0.907
C 13.2405 10.6752 10.6486 0.235 0.052 -0.200
C 10.4722 16.0750 7.2437 0.686 -1.424 0.187
C 12.1441 9.8990 12.6807 0.137 0.484 0.175
C 10.2448 14.1118 8.7285 -0.691 -1.282 1.367
C 15.6017 13.4067 17.9701 -0.945 1.847 -0.423
C 7.8239 13.0140 13.8093 -0.861 -1.523 -0.576
C 16.9552 13.7111 20.3546 -1.475 -0.436 -1.306
C 13.9238 6.9794 11.1431 -1.741 0.632 0.917
C 15.7747 12.3512 18.8463 0.161 -1.089 0.203
C 11.0060 15.1635 8.3257 0.105 -0.341 0.740
C 6.4555 13.1362 14.4777 0.725 1.844 -0.849
C 10.5443 13.2222 9.7815 -0.241 1.782 -0.886
C 9.9648 13.9195 13.2660 0.242 -2.038 0.407
C 12.2355 15.3246 8.9266 0.213 -0.288 1.030
B 16.3610 15.8055 14.9222 0.936 -1.051 0.655
H 12.8412 16.1704 8.6689 0.464 0.142 -0.046
H 7.4381 10.9938 13.0641 0.396 1.103 -0.066
H 13.5327 14.7557 10.5427 -1.151 -0.630 -0.620
H 9.2819 14.1390 8.3348 -1.557 -0.726 -0.640
H 16.8738 15.8070 19.9811 0.084 0.380 -0.126
H 17.4857 13.8188 21.2507 0.700 0.345 1.116
H 15.7954 15.6156 17.8090 -0.496 0.706 -0.946
H 9.7833 12.5891 10.2249 0.062 -0.132 -0.590
H 8.4865 14.9575 14.3353 -0.342 0.683 0.386
H 12.2786 7.8305 13.1639 0.487 0.463 -0.677
H 14.6002 9.3089 9.7012 -1.051 -0.202 1.169
H 10.7070 14.6845 13.4011 0.086 0.370 -0.225
H 16.6206 11.6010 20.6706 0.264 -0.711 0.465
H 9.5732 10.7394 12.1195 0.660 -1.932 -1.143
H 13.3152 11.4745 9.9014 0.375 -0.501 0.226
H 11.6289 10.1657 13.5625 -0.810 0.008 0.788
```
Positions in Å, forces in eV/Å.

Calculated values
Expectation value of S²: 3.79
Multiplicity: 4
Orbital gap (alpha / beta): 7.025 / 7.196 eV
E_LUMO (alpha / beta): -6.727 / -6.681 eV
Highest occupied orbital energy (alpha / beta): -13.75 / -13.88 eV
Charge: +2

| no. | calculated total energy (eV) |
| --- | --- |
| 1 | -140815.5431 |
| 2 | -129058.9730 |